C4H6O2P | ωB97M-V/def2-TZVPD

Geometry as XYZ:
```
13
Properties=species:S:1:pos:R:3:forces:R:3
O 3.036 0.550 -1.106 0.86 0.03 -3.63
H -1.213 -2.673 -0.475 0.56 0.43 0.21
C -1.659 0.400 0.490 1.04 -3.41 1.76
H 0.243 1.386 0.003 -0.93 -0.88 -0.48
P 0.280 -2.334 -0.243 -0.31 0.02 -0.26
H -1.504 0.409 1.669 -0.20 -0.12 -2.41
C -0.347 0.431 -0.279 0.27 3.29 -0.10
H -0.638 0.557 -1.338 0.18 0.18 0.10
C 2.729 0.618 -0.015 -0.59 -0.64 2.46
C 0.538 -0.698 -0.223 1.08 -1.85 0.55
O 2.740 0.842 1.126 -0.32 0.36 1.05
H -2.286 1.230 0.231 -0.79 0.07 -0.33
H -1.919 -0.719 0.159 -0.84 2.52 1.07
```
Forces are in eV/Å.

Energy relative to the best compared isomer or geometry (same formula, charge and spin) = 73.2 kcal per mole
Charge = -1
E_HOMO = -2.547 eV
Gap between HOMO and LUMO = 6.36 eV
F_max = 4.0 eV Å⁻¹

Table of natural (NBO) atomic charges, one value per atom, all in e: -0.558, -0.199, -0.628, 0.149, 0.161, 0.184, -0.510, 0.204, 1.058, -0.694, -0.589, 0.187, 0.234